C14H10N4O | ωB97M-V with the def2-TZVPD basis set

Atoms and positions in Å:
C1 -0.665 4.495 -0.625
H1 -0.112 4.223 -1.530
H2 -0.700 5.579 -0.540
H3 -1.687 4.106 -0.680
O1 -0.004 4.047 0.540
C2 0.178 2.732 0.696
C3 0.806 2.124 1.777
C4 1.357 2.771 2.889
N1 1.810 3.299 3.801
C5 0.775 0.719 1.530
C6 0.133 0.515 0.312
N2 -0.089 -0.671 -0.260
C7 -0.679 -0.878 -1.377
C8 -0.853 -2.219 -1.878
C9 -1.499 -2.437 -3.098
C10 -1.667 -3.720 -3.578
C11 -1.193 -4.802 -2.851
C12 -0.550 -4.596 -1.639
C13 -0.378 -3.317 -1.152
H4 0.119 -3.134 -0.213
H5 -0.182 -5.440 -1.075
H6 -1.326 -5.804 -3.229
H7 -2.168 -3.881 -4.521
H8 -1.869 -1.594 -3.666
H9 -1.082 -0.075 -2.012
N3 -0.221 1.774 -0.174
H10 -0.702 1.935 -1.043
C14 1.296 -0.283 2.358
N4 1.723 -1.102 3.037

Strongest force on any atom (eV Å⁻¹): 1.6
Energy (eV): -22686.6146
ΔE to the lowest compared entry with this formula, charge and spin (kJ/mol): 75.06
HOMO energy (eV): -8.089
Orbital gap (eV): 7.313
Total charge: 0
2S+1: 1
E_LUMO (hartree): -0.029